80
Properties=species:S:1:pos:R:3:forces:R:3:mulliken_charge:R:1 method="wB97M-V/def2-TZVPD" total_charge=+2 gap_ha="0.1555 / 0.1625" e_lumo_ev="-7.58 / -7.39" spin_multiplicity=1
N -5.86269 4.92737 -3.72724 0.0 0.1 -0.2 -0.535
C -5.72491 5.51736 -2.53899 0.2 -0.5 0.2 -0.341
C -4.73699 5.14912 -1.62398 -0.1 -0.3 -0.3 -0.542
C -3.81758 4.12554 -1.96275 -0.4 1.1 -0.6 0.424
C -3.97507 3.53139 -3.25302 0.1 0.3 0.5 -0.396
C -5.00552 3.97326 -4.09053 0.1 -0.1 0.7 -0.419
C -2.77692 3.70526 -1.02913 0.1 -0.4 -0.5 -0.824
Pb -0.63445 3.98876 0.26324 1.4 1.2 1.4 1.108
P 5.04471 -0.15844 0.34372 1.7 -1.0 -0.4 -0.153
C -1.58111 3.03163 -1.52779 -1.6 -1.4 -0.7 -0.788
C -1.31993 1.63272 -1.19038 0.2 1.3 0.1 1.321
C -0.34882 0.89088 -1.89836 0.5 -0.4 -0.4 -1.397
C -0.07081 -0.40470 -1.58596 -0.2 0.3 -0.1 -1.197
C -0.60009 -0.98199 -0.33206 -0.5 0.5 -0.2 1.450
C -1.65175 -0.20760 0.33378 0.1 0.8 -0.1 -0.904
C -1.99594 1.03258 -0.10775 -0.6 -0.7 0.5 -0.661
Br 1.12161 -0.64678 0.92154 0.0 -0.3 0.1 0.065
H -3.07359 3.66864 0.05217 -0.1 -0.4 -0.8 0.354
H -1.08516 3.42063 -2.42868 -0.6 -0.2 0.0 0.868
H -4.70635 5.64661 -0.65898 0.1 -0.1 -0.1 0.385
H -3.34078 2.71656 -3.59872 0.0 0.2 0.2 0.392
H -6.46028 6.28673 -2.29285 0.3 -0.2 -0.1 0.378
H -5.17717 3.50218 -5.06458 0.1 0.2 0.4 0.362
H 0.16088 1.40007 -2.72278 -0.1 -0.4 0.2 0.498
H -2.81477 1.55867 0.39088 0.4 -0.2 -0.1 0.248
H 0.66500 -0.95057 -2.17944 -0.2 0.1 0.3 0.537
H -2.05100 -0.56701 1.28171 -0.1 0.0 -0.5 0.494
P -1.19931 -2.72663 -0.25064 0.4 0.7 0.1 0.716
C 4.24547 1.43623 0.66449 -0.2 0.1 0.0 0.371
C 5.26513 2.54830 0.38868 -0.1 0.3 0.1 -1.338
H 3.92822 1.43967 1.71288 -0.1 0.1 0.0 0.041
H 3.36855 1.51565 0.01134 -0.1 0.2 0.2 -0.028
H 4.89323 3.50830 0.75340 0.0 0.1 -0.1 0.375
H 6.22352 2.35272 0.88424 -0.3 0.0 -0.1 0.366
H 5.46237 2.65712 -0.68326 0.0 -0.1 0.2 0.350
C 4.22377 -0.80292 -1.17643 -0.2 0.0 0.0 0.408
C 4.99440 -1.98364 -1.79797 -0.1 0.1 0.0 -1.330
H 4.16798 0.03452 -1.89010 0.0 -0.2 0.2 0.443
H 3.20099 -1.09534 -0.89018 0.1 0.0 -0.4 -0.577
H 4.58665 -2.21785 -2.79202 0.1 -0.1 0.3 0.398
H 6.06178 -1.74464 -1.92090 -0.4 0.0 0.1 0.367
H 4.92110 -2.88502 -1.17114 0.1 0.2 -0.2 0.305
C 4.44513 -1.37822 1.58810 -0.3 0.3 0.0 0.349
C 5.34368 -1.52026 2.81367 0.0 -0.2 0.1 -1.370
H 4.40053 -2.34019 1.07042 -0.1 0.0 0.0 0.270
H 3.41323 -1.11538 1.85274 0.1 -0.2 0.3 -0.371
H 4.90915 -2.25411 3.50411 0.1 0.2 0.0 0.390
H 6.32550 -1.90336 2.50843 -0.2 0.2 0.1 0.363
H 5.48827 -0.57427 3.35365 0.0 -0.2 -0.2 0.318
C -1.09870 -3.06225 1.52757 0.2 -0.1 0.2 -0.294
C -1.26123 -4.51720 1.96581 -0.3 -0.3 0.3 -1.299
H -1.86193 -2.42966 2.01053 0.4 -0.2 -0.2 0.374
H -0.10799 -2.69273 1.84753 -0.5 -0.1 -0.3 0.207
H -2.29362 -4.69910 2.30336 0.4 -0.2 -0.4 0.343
H -0.98021 -5.22423 1.17000 -0.2 0.1 0.5 0.261
H -0.61275 -4.68779 2.83717 -0.2 -0.1 -0.4 0.426
C -0.20117 -3.76153 -1.31155 0.2 -0.5 0.2 -0.544
C -0.45382 -3.58063 -2.81088 -0.1 0.1 -0.4 -1.253
H -0.46319 -4.78634 -1.01477 0.3 0.1 -0.1 0.438
H 0.84928 -3.58379 -1.05016 -0.1 -0.1 0.0 0.455
H -1.43184 -3.97376 -3.11173 0.2 0.0 0.1 0.355
H -0.41016 -2.53298 -3.12319 0.0 -0.2 0.1 0.328
H 0.31328 -4.11384 -3.38254 -0.2 0.0 0.2 0.412
C -2.88930 -2.79100 -0.90118 -0.2 0.0 -0.3 -0.798
C -4.04404 -2.41353 0.03930 -0.3 0.0 0.2 -1.111
H -3.03352 -3.82516 -1.25172 0.2 0.2 0.1 0.573
H -2.91919 -2.15603 -1.80287 0.2 -0.3 0.2 0.544
H -4.56204 -1.51694 -0.32632 0.2 -0.3 0.2 0.307
H -4.77112 -3.23690 0.05739 0.2 0.3 0.1 0.334
H -3.71944 -2.23007 1.07215 -0.2 -0.1 -0.3 0.307
C -0.97346 0.60792 3.80099 -0.4 -0.3 0.3 -0.815
C -0.34471 1.81579 3.19619 -0.3 0.6 -1.0 0.716
C 0.91547 2.27426 3.83730 0.2 0.4 0.0 -1.155
O -0.85079 2.39885 2.20871 0.4 -0.8 1.3 -0.455
H -0.80202 0.57451 4.88598 -0.1 0.1 -0.3 0.498
H -0.51232 -0.30341 3.39023 0.0 0.3 0.0 0.052
H -2.04539 0.58930 3.59690 0.1 0.0 0.0 0.302
H 1.71724 1.55168 3.62933 -0.2 0.1 0.0 0.223
H 1.20675 3.26177 3.47615 0.1 -0.1 0.0 0.321
H 0.79204 2.30520 4.92776 0.0 0.0 -0.3 0.404